Entry 1:
64
Properties=species:S:1:pos:R:3:forces:R:3:nbo_charge:R:1 method="wB97M-V/def2-TZVPD" spin_multiplicity=5 gap_ha="0.2828 / 0.2924" total_charge=+1 homo_ev="-9.9 / -10.2" energy_ha=-5022.211271 largest_force_ev_per_a=3.3 e_above_lowest_kcal_mol=0.0
Cr -0.05792 1.15486 -0.10439 0.431 0.660 0.208 1.02
C -2.03885 4.58141 2.74631 0.342 -0.827 -0.100 -0.42
N -1.16593 4.38082 1.58693 -0.795 1.123 -1.757 -0.36
C -1.54444 5.21832 0.37894 3.196 -0.047 0.717 -0.41
C -0.25493 3.44461 1.49302 0.314 0.167 -0.977 0.68
O 0.35279 3.14363 0.41432 -0.846 0.660 0.829 -0.73
C 0.02941 2.62228 2.72448 -0.380 -1.385 -1.398 -0.17
O 0.88333 1.56564 2.31755 -0.380 -0.212 0.499 -0.53
C 2.22421 1.95030 2.13640 0.485 -0.565 0.146 -0.17
C 2.72363 1.07651 0.97349 1.571 0.708 -0.763 0.71
O 1.90046 0.87519 0.06443 1.336 -0.998 0.024 -0.69
N 4.06007 0.76154 0.85004 -2.235 0.754 1.969 -0.39
C 4.55009 -0.08931 -0.20568 0.327 -0.222 -0.906 -0.42
C 4.93927 0.97102 2.02797 1.243 -1.261 -0.710 -0.42
H -2.51241 5.54030 2.69853 -0.154 0.505 -0.229 0.23
H -2.81588 3.80581 2.84351 0.304 0.159 -0.277 0.23
H -1.42131 4.57157 3.61496 0.247 0.000 0.894 0.21
H -1.08308 4.87057 -0.55142 -0.126 -0.446 0.475 0.25
H -2.57539 5.17169 0.29987 -1.984 0.339 -0.180 0.22
H -1.08970 6.22499 0.53411 -0.897 -0.513 0.060 0.22
H 0.50140 3.14549 3.52001 -0.131 0.717 0.928 0.22
H -0.95639 2.17042 2.93233 0.559 0.038 0.670 0.25
H 2.30713 2.98402 1.78341 0.067 -0.050 0.030 0.23
H 2.79063 1.83646 3.07527 -0.291 -0.064 -0.359 0.21
H 3.90757 0.05030 -1.10527 0.742 0.097 0.557 0.24
H 5.61567 0.24102 -0.36075 -1.127 -0.678 -0.288 0.22
H 4.48521 -1.17869 0.03843 0.254 0.818 0.090 0.22
H 4.89112 0.09615 2.71607 -0.020 0.583 -0.381 0.21
H 6.00468 1.03622 1.66620 -1.141 -0.031 0.281 0.23
H 4.73359 1.87634 2.56735 -0.191 0.323 0.011 0.22
S -2.31399 1.62631 -0.24741 -0.252 -0.782 -0.374 -0.36
C -3.10130 0.00575 -0.13450 -1.546 1.087 1.177 -0.12
C -4.44865 0.05536 0.29660 1.413 -2.202 0.163 -0.22
C -5.04563 -1.12690 0.76211 -0.075 1.388 -0.655 -0.18
C -4.40514 -2.34348 0.78656 0.370 -0.772 0.359 -0.25
C -3.07650 -2.40474 0.35439 0.503 -0.752 -0.076 -0.12
C -2.48583 -1.23592 -0.12677 0.873 -0.438 -0.599 -0.42
As -0.67052 -1.14700 -0.77471 0.410 0.056 -1.137 0.95
C -0.64311 -1.22038 -2.77020 -1.504 -0.379 0.459 -0.30
C 0.55884 -1.30972 -3.42496 1.616 0.390 -0.170 -0.23
C 0.65750 -1.43564 -4.81194 -1.200 -0.141 1.452 -0.20
C -0.48918 -1.56005 -5.56265 0.692 0.643 -0.452 -0.19
C -1.70423 -1.44488 -4.93663 -2.052 -0.323 0.595 -0.21
C -1.80899 -1.29174 -3.53759 -1.146 0.455 0.308 -0.22
C 0.25455 -2.79536 -0.40428 -0.219 1.278 0.000 -0.34
C 0.15285 -3.87848 -1.23856 0.539 -2.013 0.593 -0.20
C 0.76820 -5.06621 -0.81348 0.825 1.848 1.152 -0.19
C 1.47557 -5.11113 0.40657 -1.189 -1.954 -0.883 -0.19
C 1.53352 -4.02054 1.23939 0.666 -0.471 -1.534 -0.20
C 1.03160 -2.84127 0.73757 -0.400 0.896 2.242 -0.22
H -4.90740 0.99204 0.40631 -0.759 1.027 -0.020 0.22
H -6.04689 -1.06461 1.13359 -0.480 -0.001 0.163 0.22
H -4.98215 -3.18046 1.21321 0.759 0.230 -0.353 0.23
H -2.40499 -3.31659 0.41942 -1.264 0.987 -0.144 0.22
H 1.48804 -1.20105 -2.86276 -0.131 -0.167 -0.004 0.21
H 1.57980 -1.44925 -5.30094 1.428 -0.030 -0.453 0.22
H -0.32053 -1.58690 -6.63548 -0.665 -0.286 0.042 0.23
H -2.65645 -1.53163 -5.49705 0.790 0.190 0.258 0.23
H -2.83373 -1.14569 -3.03207 1.695 -0.436 -0.967 0.24
H -0.39499 -3.94290 -2.15642 -0.299 0.549 -0.335 0.24
H 0.81082 -5.89466 -1.44819 -0.257 -1.251 -0.799 0.22
H 1.80790 -6.12239 0.70535 0.216 0.847 -0.020 0.22
H 2.11214 -4.10986 2.12140 0.197 0.291 0.937 0.22
H 1.12482 -1.99952 1.45774 -0.274 -0.119 -0.989 0.21

Entry 2:
45
Properties=species:S:1:pos:R:3:forces:R:3:nbo_charge:R:1 method="wB97M-V/def2-TZVPD" gap_ha="0.1818 / 0.1938" total_charge=+2 homo_ev="-13.6 / -14.0" energy_ha=-2303.132890 largest_force_ev_per_a=4.0 e_above_lowest_kcal_mol=208.7
I -0.02248 -0.92203 1.39040 -1.256 -1.207 -0.562 0.31
I 1.66415 0.42643 -0.55937 0.837 -0.522 -1.975 0.04
Y 0.68289 -4.15546 -2.35979 -0.034 -0.509 -0.189 1.54
P 2.40934 -1.77298 1.09622 -0.335 2.329 3.204 1.12
C 2.75855 -0.39111 2.23235 1.146 0.820 1.077 -0.99
C 2.28191 -3.02145 2.40493 0.073 -0.952 -0.329 -0.98
H 3.25959 -3.08195 2.91799 -0.476 -0.154 -0.263 0.26
H 4.69390 -2.22065 1.42464 -0.291 0.057 -0.364 0.27
H 2.02803 -3.97662 1.93278 0.084 -0.124 0.478 0.25
H 4.14184 -2.78020 -0.20265 0.502 0.165 -0.024 0.25
H 1.95315 -0.15647 2.94060 0.440 -0.334 -0.232 0.26
H 1.49584 -2.73502 3.11281 0.190 -0.085 -0.228 0.26
C 4.11268 -1.96444 0.52308 -0.085 -0.556 -1.188 -0.93
H 3.63026 -0.73263 2.81235 -0.125 0.325 -0.059 0.24
H 4.42285 -1.00895 0.09172 0.046 -0.295 -0.036 0.27
H 3.00786 0.54894 1.71502 0.123 -0.617 0.364 0.26
P -1.58367 -1.29852 -2.22438 -1.282 0.221 -0.980 0.71
C -2.64271 0.21710 -2.34381 0.089 0.845 0.404 -0.90
C -1.40837 -1.39452 -4.04859 0.351 -0.019 -0.204 -0.92
H -2.70575 -3.42557 -1.99306 -0.372 -0.224 -0.011 0.20
H -3.70730 -2.30679 -2.97797 0.170 -0.007 0.277 0.25
H -3.57998 -2.10909 -1.19562 -0.136 -0.258 -0.037 0.25
C -3.04862 -2.39405 -2.10540 0.313 -0.442 0.469 -0.92
H -0.78755 -2.25943 -4.33333 -0.101 0.162 -0.362 0.17
H -2.39773 -1.46599 -4.53602 0.554 -0.054 0.169 0.25
H -3.40673 0.02432 -3.12276 0.418 -0.001 0.398 0.24
H -2.07469 1.11371 -2.63799 -0.096 -0.354 0.156 0.25
H -0.91992 -0.46604 -4.36994 0.093 -0.370 -0.189 0.26
H -3.15989 0.44752 -1.39909 0.290 -0.158 -0.279 0.25
Cl 1.48788 -6.42924 -2.65007 -0.389 1.201 0.215 -0.62
C -0.88232 4.68465 1.67581 -0.265 0.611 0.651 -0.42
N -0.44571 3.46327 1.03920 -0.781 -1.122 -0.459 -0.40
C 0.69097 3.47220 0.13096 1.478 0.165 -0.061 -0.42
C -1.20684 2.34851 1.13540 2.348 0.130 -2.056 0.70
C -2.29895 2.26095 2.07472 -0.869 0.121 0.314 -0.71
O -0.93180 1.39009 0.36907 -0.442 0.253 0.520 -0.74
H -0.25931 5.50848 1.31773 -0.213 -0.135 0.296 0.23
H -0.81842 4.58122 2.77093 0.195 0.331 -0.350 0.22
H -1.93824 4.90473 1.44444 0.503 0.085 -0.132 0.21
H 1.53176 2.80720 0.49191 -0.917 1.035 0.129 0.20
H 0.56237 3.11224 -0.90993 -0.823 0.393 0.603 0.22
H 1.05911 4.51347 0.09515 -0.043 -0.643 -0.085 0.23
H -3.04643 1.65812 1.56246 -0.348 0.174 0.314 0.25
H -1.97054 1.71614 2.96005 -0.068 0.182 0.192 0.25
H -2.63096 3.26994 2.30706 -0.496 -0.461 0.424 0.25

Entry 3:
48
Properties=species:S:1:pos:R:3:forces:R:3:nbo_charge:R:1 method="wB97M-V/def2-TZVPD" gap_ha=0.2785 total_charge=0 homo_ev=-8.3 smiles="COc1ccc(CCNC(=O)CCNC(=O)c2ccc([N+](=O)[O-])cc2)cc1" energy_ha=-1277.044668 largest_force_ev_per_a=1.4 e_above_lowest_kcal_mol=106.3
C -4.48706 -1.84750 0.57215 -0.246 -0.144 -0.156 -0.26
O -3.34459 -1.25287 1.14743 0.310 0.123 0.099 -0.53
C -2.12781 -1.49690 0.57949 0.198 -0.010 0.121 0.37
C -1.93655 -2.06444 -0.67519 -0.272 -0.051 0.071 -0.34
C -0.65305 -2.24085 -1.15664 0.114 0.020 0.119 -0.14
C 0.46597 -1.86424 -0.42345 -0.022 -0.046 -0.165 -0.05
C 1.82255 -2.08807 -1.04117 0.158 -0.006 0.045 -0.44
C 3.03296 -1.96132 -0.11153 -0.093 -0.284 -0.121 -0.22
N 3.53993 -0.60824 -0.03574 0.029 -0.112 -0.299 -0.61
C 3.54678 0.13614 1.08192 0.402 0.504 -0.115 0.68
O 3.13521 -0.25594 2.15646 -0.143 -0.103 0.419 -0.64
C 4.16492 1.52637 0.92267 -0.173 0.018 0.015 -0.50
C 3.48705 2.37260 -0.16020 0.258 -0.102 -0.028 -0.22
N 2.04929 2.35862 -0.02443 0.095 0.163 0.335 -0.61
C 1.26496 1.61355 -0.83274 -0.022 0.150 -0.010 0.67
O 1.71223 1.01520 -1.79638 -0.040 -0.076 -0.240 -0.65
C -0.19532 1.60672 -0.51338 -0.444 -0.088 -0.094 -0.12
C -0.72403 1.97263 0.72386 0.011 0.065 -0.308 -0.18
C -2.08674 1.92899 0.93778 -0.356 0.066 -0.029 -0.18
C -2.92524 1.50341 -0.08396 1.377 0.105 -0.229 0.03
N -4.34335 1.43610 0.14870 -0.516 0.043 0.073 0.53
O -5.02492 0.90723 -0.70673 -0.237 -0.040 -0.179 -0.39
O -4.77503 1.91541 1.17393 -0.138 0.057 0.219 -0.37
C -2.41380 1.11269 -1.31547 -0.370 0.127 0.214 -0.19
C -1.05232 1.17257 -1.52312 0.279 0.125 0.181 -0.11
C 0.26387 -1.29515 0.82730 -0.045 -0.138 -0.054 -0.23
C -1.01268 -1.11863 1.32337 -0.324 -0.142 -0.042 -0.27
H -4.35698 -2.92695 0.45395 0.022 0.012 0.029 0.18
H -5.30005 -1.65346 1.27019 0.011 -0.026 -0.091 0.20
H -4.73690 -1.39897 -0.39505 0.053 -0.083 0.091 0.19
H -2.77594 -2.36914 -1.28024 -0.114 -0.022 -0.043 0.22
H -0.51974 -2.68458 -2.13321 0.019 -0.061 -0.119 0.20
H 1.83101 -3.08602 -1.48602 0.028 0.011 -0.013 0.21
H 1.94011 -1.36781 -1.85772 0.046 -0.123 -0.042 0.24
H 2.79405 -2.28163 0.90357 0.089 -0.012 -0.088 0.23
H 3.84036 -2.59691 -0.49366 -0.124 0.010 0.111 0.20
H 3.76545 -0.17732 -0.91903 -0.025 0.111 0.127 0.40
H 4.08018 2.02125 1.89192 0.022 -0.102 -0.034 0.23
H 5.22486 1.41630 0.68709 0.052 0.039 0.034 0.23
H 3.70786 1.99152 -1.16012 0.001 0.155 0.113 0.23
H 3.84317 3.40541 -0.09635 0.012 -0.133 -0.082 0.21
H 1.66402 2.78741 0.80023 -0.105 -0.025 -0.126 0.40
H -0.08630 2.26217 1.54500 0.050 0.009 0.099 0.21
H -2.51679 2.20171 1.88921 0.006 -0.007 0.036 0.25
H -3.08743 0.77644 -2.08855 -0.006 -0.023 -0.014 0.25
H -0.62127 0.87623 -2.46679 0.018 -0.043 -0.055 0.24
H 1.09680 -0.98943 1.43989 0.183 0.033 0.092 0.24
H -1.16967 -0.69031 2.30079 -0.024 0.058 0.133 0.22